72
Properties=species:S:1:pos:R:3:forces:R:3 method="wB97M-V/def2-TZVPD" energy_ha=-2423.8300 smiles="Cc1cc(C)c(C)c(S(=O)(=O)N2CCC(C(=O)Nc3ccc(S(=O)(=O)N4CCOCC4)cc3)CC2)c1C" mol_weight_g_mol=549.71
C 6.743 0.449 3.605 -0.05 -0.02 0.00
C 5.634 0.484 2.595 -0.16 -0.02 -0.08
C 5.716 1.383 1.543 -0.23 -0.13 -0.04
C 4.745 1.464 0.562 0.00 -0.14 0.16
C 4.893 2.456 -0.549 -0.03 -0.05 -0.01
C 3.635 0.608 0.617 -0.03 0.14 -0.23
C 2.630 0.715 -0.487 -0.12 -0.06 -0.10
C 3.542 -0.282 1.686 -0.43 -0.24 0.05
S 2.144 -1.403 1.922 -0.43 0.20 0.48
O 2.594 -2.735 2.183 0.15 -0.04 0.11
O 1.142 -1.302 0.876 0.35 0.07 0.01
N 1.478 -0.776 3.342 0.53 -0.35 -1.00
C 0.942 0.564 3.143 0.12 0.84 0.00
C -0.399 0.759 3.843 0.08 -0.17 -0.10
C -1.432 -0.325 3.477 -0.18 0.14 0.04
C -2.149 0.083 2.186 0.03 -0.19 0.57
O -3.228 0.634 2.241 -0.22 0.16 -0.04
N -1.474 -0.174 1.034 0.41 -0.24 -0.12
C -1.869 0.110 -0.270 -0.18 0.13 -0.40
C -1.076 -0.406 -1.300 -0.06 0.06 0.07
C -1.392 -0.147 -2.618 0.03 0.01 -0.10
C -2.499 0.628 -2.910 -0.13 0.01 -0.64
S -2.941 0.968 -4.603 -0.25 -0.16 0.21
O -3.197 2.369 -4.768 -0.22 0.06 0.14
O -1.988 0.348 -5.483 0.03 -0.21 0.22
N -4.435 0.184 -4.688 0.81 0.55 0.29
C -5.273 0.642 -5.779 -0.36 0.24 -0.34
C -6.645 -0.015 -5.633 0.21 0.26 -0.01
O -6.535 -1.420 -5.639 -0.07 -0.11 -0.18
C -5.700 -1.871 -4.600 0.32 0.01 0.22
C -4.301 -1.258 -4.701 -0.15 -0.62 -0.02
C -3.297 1.140 -1.905 0.07 0.00 0.04
C -2.989 0.884 -0.582 -0.13 0.11 0.06
C -0.802 -1.731 3.466 0.18 -0.03 0.15
C 0.613 -1.706 4.044 -0.25 -0.63 0.04
C 4.522 -0.359 2.682 0.26 0.02 0.22
C 4.401 -1.327 3.817 0.31 -0.16 0.22
H 7.187 -0.544 3.658 0.07 -0.05 0.09
H 6.378 0.716 4.596 0.05 -0.03 0.10
H 7.521 1.155 3.330 0.06 0.03 0.01
H 6.572 2.041 1.484 0.10 0.08 -0.01
H 4.021 3.104 -0.612 -0.04 0.09 -0.08
H 5.773 3.074 -0.391 0.04 0.05 -0.02
H 4.998 1.950 -1.508 -0.01 0.04 -0.12
H 1.886 -0.065 -0.435 0.03 0.17 -0.19
H 3.132 0.649 -1.451 0.02 0.06 -0.09
H 2.128 1.682 -0.446 -0.05 0.09 -0.06
H 1.671 1.283 3.538 -0.14 0.03 -0.13
H 0.839 0.752 2.070 -0.07 0.20 0.11
H -0.796 1.741 3.584 0.06 0.02 0.09
H -0.238 0.743 4.922 -0.03 0.06 0.00
H -2.214 -0.284 4.243 0.06 0.01 -0.24
H -0.576 -0.656 1.083 -0.28 0.11 0.14
H -0.218 -1.011 -1.048 0.06 -0.06 -0.04
H -0.796 -0.529 -3.432 0.12 -0.10 -0.04
H -5.338 1.727 -5.709 -0.15 -0.03 -0.13
H -4.834 0.366 -6.749 -0.09 0.04 0.02
H -7.291 0.244 -6.474 0.06 0.08 0.08
H -7.108 0.319 -4.693 0.00 0.01 -0.08
H -5.654 -2.957 -4.694 0.05 0.08 0.09
H -6.137 -1.602 -3.626 0.02 -0.07 -0.05
H -3.691 -1.551 -3.845 -0.05 -0.18 -0.02
H -3.807 -1.592 -5.625 -0.04 -0.03 0.10
H -4.149 1.743 -2.174 -0.16 0.09 0.08
H -3.604 1.274 0.212 0.00 0.01 -0.02
H -0.747 -2.133 2.454 -0.06 -0.08 0.06
H -1.413 -2.417 4.053 -0.02 -0.02 -0.07
H 0.597 -1.433 5.104 0.08 -0.06 -0.07
H 1.081 -2.686 3.943 -0.12 -0.01 0.26
H 5.184 -1.176 4.551 0.04 0.02 0.04
H 4.459 -2.346 3.442 0.08 -0.04 0.13
H 3.434 -1.218 4.300 0.10 -0.06 0.14

15
Properties=species:S:1:pos:R:3:forces:R:3 method="wB97M-V/def2-TZVPD" energy_ha=-345.6803 e_above_lowest_ev=3.3919 smiles="C=C1COCCO1" mol_weight_g_mol=100.12
C 2.276 0.028 0.273 -2.50 -5.26 0.11
C 0.895 0.007 0.422 5.48 1.91 -0.19
C 0.061 -1.114 0.650 -0.95 -2.76 3.00
O -0.904 -1.228 -0.358 -1.91 0.71 -0.22
C -1.714 0.007 -0.426 1.38 1.69 2.95
C -0.669 1.097 -0.806 -3.32 1.46 3.64
O 0.193 1.162 0.362 0.13 0.78 -1.52
H 2.913 0.839 0.154 0.56 1.56 -0.22
H 2.816 -1.071 0.166 -1.46 3.01 0.61
H 0.709 -2.020 0.842 -1.02 0.51 -1.01
H -0.510 -1.018 1.663 0.95 0.22 -1.37
H -2.114 0.492 0.623 0.84 -2.08 -1.92
H -2.580 -0.139 -1.026 -0.27 -0.32 -0.88
H -0.336 0.814 -1.718 2.42 -0.65 -2.59
H -1.035 2.144 -0.821 -0.33 -0.78 -0.37

33
Properties=species:S:1:pos:R:3:forces:R:3 method="wB97M-V/def2-TZVPD" multiplicity=3 energy_ha=-619.1784 e_above_lowest_ev=0.0000 mol_weight_g_mol=358.11 total_charge=+1
C 0.803 -1.371 1.276 -0.24 -0.18 -0.65
W -0.236 -0.030 0.050 -0.41 -0.59 0.74
N 0.141 0.970 -1.815 0.48 0.10 -1.33
H -0.361 -1.401 -1.058 0.10 -0.04 -0.16
H -0.222 0.503 -2.655 0.00 0.02 0.37
H 0.758 1.298 0.590 -0.04 0.18 0.05
H 1.774 -1.251 0.746 -0.02 -0.31 0.40
H 0.430 -2.400 1.147 0.36 0.27 0.06
H 0.903 -1.119 2.340 0.12 0.19 -0.31
H -0.246 1.919 -1.815 0.34 -0.17 0.07
H 1.149 1.064 -1.995 -0.28 0.20 0.16
C -2.600 -0.483 1.710 -2.40 -0.63 1.57
N -1.971 0.655 1.019 0.22 0.48 0.28
C -1.704 1.718 2.025 -1.24 1.58 1.58
N -2.964 2.182 2.721 0.67 -1.17 -1.22
C -3.564 0.995 3.381 0.05 0.14 -0.08
N -3.890 -0.085 2.422 1.36 0.56 -1.05
C -4.817 0.474 1.407 0.20 -0.11 0.11
N -4.237 1.630 0.683 1.54 -0.70 0.17
C -2.950 1.167 0.038 -2.31 0.98 -0.21
C -3.899 2.674 1.677 0.19 -0.18 0.25
H -1.934 -0.888 2.479 0.03 0.06 -0.32
H -2.887 -1.243 0.978 0.33 0.00 0.04
H -1.284 2.603 1.532 0.15 -0.45 0.06
H -1.037 1.325 2.801 0.02 0.12 -0.40
H -4.488 1.314 3.887 0.35 -0.20 -0.10
H -2.842 0.603 4.112 -0.30 0.16 -0.09
H -5.059 -0.317 0.686 -0.04 0.21 0.14
H -5.731 0.804 1.921 0.26 -0.14 -0.24
H -2.552 2.035 -0.506 0.16 -0.26 0.17
H -3.233 0.369 -0.654 0.29 0.02 -0.02
H -4.826 2.995 2.176 0.33 0.02 -0.29
H -3.420 3.515 1.152 -0.29 -0.15 0.23

120
Properties=species:S:1:pos:R:3:forces:R:3 method="wB97M-V/def2-TZVPD" multiplicity=2 energy_ha=-3023.0044 mol_weight_g_mol=842.89 total_charge=-1
C -1.463 -3.331 2.913 2.64 -0.62 -1.07
C -2.507 -2.259 2.852 -0.06 -2.03 1.60
C -1.986 -1.037 3.640 -0.80 0.74 0.64
C -2.825 0.228 3.585 0.22 -0.08 -1.57
C -3.088 0.603 2.072 0.48 -1.88 3.40
C -3.569 -0.690 1.336 -2.45 1.90 -1.87
N -2.737 -1.837 1.461 2.12 1.00 2.25
O -2.985 -2.913 0.631 -1.10 -0.13 -0.45
C -5.066 -0.893 1.738 -1.15 0.78 -0.52
C -3.559 -0.136 -0.125 -0.14 0.06 -0.68
C -3.683 -3.134 3.452 -1.49 2.48 0.71
H -0.929 -3.563 3.835 -0.84 0.44 0.73
H -0.578 -3.060 2.337 0.05 0.03 -0.64
H -1.822 -4.289 2.539 0.07 0.15 -0.20
H -1.901 -1.119 4.723 0.37 -1.33 0.01
H -1.003 -0.748 3.267 0.22 -0.39 -0.18
H -2.264 1.012 4.093 -0.03 0.23 -0.06
H -3.759 0.121 4.136 -0.16 -0.12 -0.10
H -2.132 0.941 1.673 -0.29 0.38 -0.26
H -3.872 1.334 2.270 -0.02 0.30 -1.54
H -5.646 -0.056 1.349 0.20 0.40 -0.38
H -5.610 -1.725 1.291 0.61 -0.49 0.03
H -5.381 -0.822 2.779 0.74 -0.39 0.27
H -2.597 0.296 -0.399 0.17 -0.33 0.33
H -3.839 -0.764 -0.971 -0.10 -0.62 0.37
H -4.232 0.718 -0.198 -0.25 0.02 0.29
H -3.876 -4.070 2.929 -0.03 0.48 -0.33
H -4.532 -2.451 3.500 -0.68 -0.60 -0.61
H -3.680 -3.364 4.517 1.23 -0.17 0.16
H -2.117 -3.105 0.267 0.22 -0.42 -0.15
C 1.461 3.444 3.617 -0.20 -0.46 0.04
C 2.673 2.966 2.727 0.28 -1.38 1.42
C 2.205 2.060 1.549 0.02 2.53 -3.12
C 1.878 2.982 0.303 -0.34 0.28 0.72
C 2.977 3.966 -0.019 1.61 -0.85 0.54
C 3.395 4.850 1.152 -0.47 2.46 1.47
N 3.596 4.067 2.434 0.30 -1.59 -3.80
O 4.103 4.757 3.524 -0.61 -0.06 -0.29
C 4.738 5.594 0.876 0.04 -1.16 1.06
C 2.261 5.904 1.416 -0.92 -0.21 -0.99
C 3.551 1.916 3.495 -0.36 0.31 1.50
H 0.716 4.180 3.316 0.74 0.62 -1.01
H 1.854 3.836 4.555 -0.12 -0.38 0.28
H 0.716 2.664 3.775 0.64 -0.76 0.59
H 2.964 1.397 1.132 0.20 -0.30 0.82
H 1.261 1.545 1.723 0.35 -0.22 0.62
H 0.987 3.501 0.656 -0.34 0.34 -0.58
H 1.666 2.483 -0.643 -0.36 -0.53 0.39
H 2.896 4.488 -0.973 -0.89 0.75 0.35
H 3.869 3.411 -0.310 0.34 -0.67 0.43
H 4.963 6.290 1.684 -0.41 0.51 -0.30
H 5.497 4.843 1.095 0.26 -0.24 -0.60
H 4.893 6.019 -0.116 -0.35 0.02 0.10
H 1.358 5.447 1.820 0.36 -0.15 0.80
H 2.503 6.829 1.939 0.33 -0.31 0.34
H 1.766 6.237 0.504 0.66 0.28 -0.68
H 3.003 1.000 3.714 -0.24 -0.09 -0.25
H 3.871 2.258 4.480 -0.08 0.38 0.13
H 4.486 1.647 3.003 -0.30 0.23 -0.56
H 3.336 5.231 3.854 -0.20 0.59 0.54
C -2.348 3.594 -0.558 0.97 0.59 -1.48
C -2.663 3.874 -2.024 -0.02 -0.61 -0.43
O -3.454 5.066 -1.971 0.17 -0.48 -0.85
C -3.661 5.432 -0.680 -1.08 2.57 -3.01
O -4.207 6.477 -0.434 0.20 -0.90 0.64
O -3.164 4.561 0.098 0.69 -2.13 3.53
H -1.308 3.879 -0.397 -0.01 -0.44 0.55
H -2.559 2.543 -0.364 -0.11 0.45 0.85
H -3.155 2.989 -2.428 -0.85 0.40 -0.20
H -1.804 3.970 -2.687 0.09 0.56 0.38
C 4.328 -3.248 2.000 1.44 0.71 -0.94
C 3.373 -2.099 1.791 0.94 0.33 0.52
O 2.222 -2.567 2.441 -1.65 -0.28 -1.55
C 2.504 -3.645 3.140 -0.16 0.73 4.19
O 1.801 -3.997 4.057 -0.02 -0.99 -1.18
O 3.824 -3.938 3.090 -1.07 -1.11 0.11
H 5.340 -2.938 2.261 0.02 0.00 -0.35
H 4.302 -3.864 1.101 0.29 -0.31 -0.11
H 3.271 -1.963 0.714 -0.47 0.53 -0.02
H 3.599 -1.221 2.396 0.60 0.41 -0.71
C 0.015 -0.734 -0.149 0.29 -1.81 0.60
C -0.506 -1.425 -1.369 0.95 -3.93 1.36
O -0.487 -0.478 -2.325 -0.77 2.46 -3.10
C -0.489 0.730 -1.810 -0.25 1.16 1.13
O -0.640 1.793 -2.387 0.33 -1.65 1.00
O -0.342 0.611 -0.439 0.40 0.95 -0.30
H 1.064 -0.950 0.051 0.56 0.99 -0.68
H -0.413 -1.219 0.728 -0.87 0.99 0.22
H -1.437 -1.957 -1.176 -0.67 0.90 -0.49
H 0.106 -2.240 -1.756 0.46 -0.03 0.39
C -0.560 -2.543 -7.327 2.28 -1.68 0.60
C -0.228 -3.954 -6.727 -0.82 0.79 -1.73
O -0.521 -3.749 -5.409 1.62 -3.26 3.21
C -1.194 -2.686 -5.113 -1.36 -0.27 1.25
O -1.750 -2.485 -4.053 0.95 0.39 -1.77
O -1.209 -1.992 -6.226 -2.36 4.08 -0.95
H -1.097 -2.591 -8.274 -0.39 0.40 0.47
H 0.405 -2.050 -7.436 -0.25 0.50 -0.41
H 0.820 -4.239 -6.822 -0.30 -0.28 -0.25
H -0.986 -4.652 -7.081 0.60 -0.59 -0.37
C 1.842 -6.877 0.936 0.56 -1.94 -1.66
C 1.671 -7.143 -0.592 0.26 -1.51 -0.29
O 0.678 -6.262 -0.974 -2.18 2.66 0.10
C 0.375 -5.366 0.023 -0.45 0.30 -0.59
O -0.421 -4.434 -0.022 1.99 -2.35 -0.10
O 1.115 -5.722 1.094 -0.92 2.31 1.17
H 2.873 -6.833 1.289 -0.04 0.63 -0.13
H 1.370 -7.703 1.468 -0.17 0.09 0.20
H 1.252 -8.126 -0.807 0.09 -0.35 0.45
H 2.448 -7.053 -1.352 0.81 0.41 0.78
C -0.449 1.763 -5.309 1.18 0.56 2.67
C 0.659 0.930 -5.924 -0.13 -0.22 0.84
O 0.150 0.774 -7.237 1.76 -2.00 -0.80
C -0.999 1.409 -7.409 0.19 -0.28 0.07
O -1.738 1.217 -8.319 -0.26 0.47 -0.31
O -1.125 2.239 -6.384 -2.53 2.03 -1.86
H 0.033 2.582 -4.775 -0.32 0.19 0.08
H -1.205 1.370 -4.628 0.60 -0.84 0.04
H 0.859 -0.010 -5.409 -0.45 -0.30 -0.33
H 1.615 1.451 -5.883 -0.07 0.25 -0.61

10
Properties=species:S:1:pos:R:3:forces:R:3 method="wB97M-V/def2-TZVPD" energy_ha=-193.1243 e_above_lowest_ev=0.5136 smiles="CC(C)=O" mol_weight_g_mol=58.08
C -0.641 -0.163 1.079 -0.83 2.08 0.04
C -0.112 -0.647 -0.224 0.69 3.45 -0.54
C 0.634 0.444 -0.993 0.88 0.70 0.82
O -0.129 -1.716 -0.700 -0.69 -3.45 -0.47
H 0.239 0.090 1.696 -0.44 0.28 -0.20
H -1.223 -0.863 1.619 -0.59 -0.86 0.37
H -1.299 0.800 0.878 1.49 -1.86 0.56
H 0.451 0.381 -2.097 0.48 -0.08 1.10
H 1.721 0.212 -0.667 -1.45 0.67 -1.04
H 0.359 1.461 -0.591 0.47 -0.93 -0.63

16
Properties=species:S:1:pos:R:3:forces:R:3 method="wB97M-V/def2-TZVPD" energy_ha=-271.5855 e_above_lowest_ev=4.5488 mol_weight_g_mol=86.13
C 1.726 -0.338 0.592 0.31 0.06 -0.04
O 0.452 -0.347 1.193 0.27 0.08 0.27
C -1.346 0.691 -0.020 0.25 -0.13 -0.62
C -0.600 1.854 -0.531 -0.07 -0.10 0.13
C -1.011 -0.659 -0.628 -0.04 0.26 0.06
C -0.450 -1.295 0.653 -0.46 -0.29 -0.01
H 2.324 -1.181 0.974 -0.04 0.18 -0.17
H 1.698 -0.386 -0.512 -0.08 -0.01 0.38
H 2.197 0.610 0.880 -0.01 -0.29 -0.06
H -1.364 2.183 -1.267 0.11 0.08 0.02
H -0.540 2.653 0.218 -0.03 -0.12 -0.26
H 0.362 1.736 -1.066 -0.30 -0.18 0.12
H -1.944 -1.137 -0.967 0.30 -0.04 0.25
H -0.261 -0.732 -1.440 -0.22 0.32 0.12
H 0.015 -2.289 0.539 -0.06 0.30 -0.20
H -1.257 -1.362 1.382 0.07 -0.13 -0.01